# 1
A structure of composition C35H36BCl3FGeN4O5SeW at a distorted geometry, computed with the ωB97M-V functional and the def2-TZVPD basis.

```
88
Properties=species:S:1:pos:R:3:lowdin_spin:R:1
O -3.505 0.798 -3.350 0.000
H 2.791 -4.210 3.936 0.000
C 5.034 5.021 0.324 0.000
C 2.907 -3.203 3.530 0.000
C 3.188 2.322 -1.290 -0.093
C 3.259 4.593 -1.269 -0.002
C -2.116 -3.378 -4.661 0.000
C -3.590 -0.989 3.168 0.001
H -5.189 -2.788 -3.359 0.000
O 1.793 -1.178 2.902 0.026
N -1.404 -0.082 0.380 0.006
H 0.625 3.745 -2.216 0.000
H -4.630 -1.148 5.030 0.000
O -1.308 1.678 2.180 0.030
C -3.487 -3.331 -4.531 0.000
H 0.974 -3.120 5.506 0.000
H -1.674 -3.796 -5.554 0.000
H 3.613 -2.665 4.164 0.000
O -0.901 1.795 -1.210 0.016
B 0.704 -0.855 2.105 0.012
H -1.274 -4.343 2.672 0.000
C 1.116 -2.196 4.946 0.000
Cl 0.828 3.468 1.048 0.008
C 4.826 6.372 0.107 -0.001
H 1.014 0.272 -3.329 -0.001
C -0.604 -3.845 3.374 0.000
C -2.593 1.437 4.152 0.000
H -3.761 1.014 5.872 0.000
C 3.845 6.828 -0.783 -0.001
C -1.101 0.712 -1.747 0.000
H -0.175 -4.608 4.025 0.000
C 1.044 -3.976 1.499 0.000
H 2.272 6.297 -2.160 0.000
C -1.113 0.032 -5.953 0.000
C 4.229 4.143 -0.382 -0.002
H 1.523 -4.875 1.885 0.000
C 0.094 0.039 -5.262 0.000
C 1.554 3.515 -2.735 0.000
Cl 3.652 3.339 3.144 0.099
Cl 0.989 1.650 4.299 0.065
C 1.583 -2.463 3.521 0.000
H 0.185 -1.627 4.953 0.000
H -0.261 -2.869 -3.725 0.000
H -1.190 -3.159 3.982 0.000
N -1.404 -0.401 -0.996 -0.003
H -3.979 -1.917 2.765 0.000
C 0.483 -3.105 2.613 0.000
Ge 2.553 1.443 2.653 0.314
H 3.706 7.892 -0.917 0.000
C -4.110 -2.804 -3.416 0.000
H 1.869 -1.593 5.453 0.000
H 1.460 2.546 -3.219 0.000
H -2.211 2.384 4.507 0.000
C -3.456 0.663 4.893 0.001
H -3.250 0.296 -5.830 0.000
C -2.694 -0.229 2.409 0.001
H 5.427 7.092 0.645 0.000
O -0.129 -1.960 1.970 -0.001
H -1.234 -2.376 -0.467 0.000
H 1.759 4.273 -3.491 0.000
H -3.389 1.060 -2.429 0.000
H 3.335 -3.273 2.533 0.000
C -1.105 0.515 -3.230 0.000
C -2.307 0.283 -5.300 0.000
H 4.721 2.131 0.102 0.001
N 2.657 3.456 -1.797 -0.011
F -4.251 -3.814 -5.531 0.000
H -3.790 -1.872 -1.526 0.000
H -1.124 -0.167 -7.017 0.000
H 1.026 -0.141 -5.780 0.000
H -2.990 -1.369 0.587 0.001
H 5.774 4.668 1.028 0.000
C -2.355 -0.620 1.062 0.005
C -1.076 -1.790 -1.373 -0.004
Se 1.779 0.282 -0.438 -0.257
H -0.011 -1.863 -1.607 -0.003
C -1.339 -2.861 -3.633 0.000
H 1.771 -3.423 0.901 -0.001
N 4.144 2.759 -0.430 -0.010
H 0.226 -4.281 0.845 0.000
C -3.315 -2.302 -2.400 0.000
W 0.296 1.186 1.179 0.802
C -3.959 -0.559 4.422 0.000
C 0.091 0.281 -3.899 -0.001
C 3.041 5.945 -1.486 -0.001
C -2.304 0.536 -3.935 0.000
C -2.173 0.976 2.894 0.004
C -1.928 -2.316 -2.500 0.000
```

Output
- Expectation value of S²: 0.95
- E_LUMO (spin up / spin down): -0.7409 / -1.0632 eV
- Energy relative to the best compared isomer or geometry (same formula, charge and spin): 66.8 kcal per mole
- Multiplicity: 2
- HOMO-LUMO gap (spin up / spin down): 6.56 / 6.20 eV
- Net charge: 0
- E_HOMO (spin up / spin down): -7.306 / -7.262 eV

=====

# 2
The molecule C2H4O2S at a distorted geometry, computed with the ωB97M-V functional and the def2-TZVPD basis.

```
9
Properties=species:S:1:pos:R:3:nbo_charge:R:1
H 0.378 -0.957 1.535 0.235
O 0.672 -0.238 -1.978 -0.911
O 1.894 0.821 -0.088 -0.917
C 0.106 -1.042 0.506 -0.636
H -0.618 -1.759 0.176 0.235
S 0.733 0.166 -0.608 2.159
H -1.699 0.649 -0.442 0.233
C -0.756 0.902 -0.007 -0.633
H -0.710 1.458 0.906 0.234
```

Output
- E_LUMO: -0.4659 eV
- Energy relative to the best compared isomer or geometry (same formula, charge and spin): 86.1 kcal per mole
- HOMO-LUMO gap: 10.01 eV
- Net charge: 0
- E_HOMO: -10.475 eV

=====

# 3
A structure of composition C27H42GaN2O18 at a distorted geometry, computed with the ωB97M-V functional and the def2-TZVPD basis.

```
90
Properties=species:S:1:pos:R:3:lowdin_charge:R:1
C 1.885 5.847 0.659 -0.124
H -2.476 -4.774 -3.485 0.131
H 4.154 10.050 -5.119 0.131
H 5.298 -8.089 1.315 0.135
H 1.775 -0.040 -1.469 0.014
O -4.977 -2.010 -2.542 0.160
H 2.052 4.884 1.139 0.135
C 3.966 -8.770 2.888 -0.132
C -1.913 -1.475 2.585 -0.149
H -3.910 1.789 1.303 0.057
H 0.114 -1.828 1.805 0.011
H -6.064 -3.196 6.650 0.130
C 3.818 -4.200 -0.195 -0.136
H -1.345 -3.541 -4.083 0.138
H -2.098 -0.981 3.580 0.027
C 4.258 -8.389 1.464 -0.128
C -0.764 -1.103 1.848 -0.214
C 2.386 8.092 -6.034 -0.557
H 1.635 2.005 0.562 0.027
H 0.901 6.221 0.949 0.122
H -0.384 2.498 2.825 0.050
H -4.823 -0.347 0.349 0.094
O 1.884 8.426 -4.815 0.067
H 5.078 8.648 -4.537 0.134
C 3.171 -6.712 2.485 -0.545
C 3.139 7.578 -0.015 -0.562
C -3.280 -3.515 -5.060 -0.140
H 4.831 -9.205 3.389 0.134
N 1.377 0.885 -1.253 -0.103
H 3.123 -9.460 2.972 0.134
H -5.788 -3.886 4.368 0.133
H 2.383 -3.186 1.078 0.128
C -4.204 -2.596 -3.234 -0.543
O 1.733 7.687 -6.944 0.157
C 3.316 -2.396 -1.430 -0.551
H -2.694 -2.207 2.192 0.041
C 2.994 8.640 -3.945 -0.128
H -3.754 2.496 -0.437 0.060
H 2.126 1.555 -1.494 0.030
H -4.871 -4.491 6.892 0.130
O 3.456 -1.941 -0.159 0.058
C -1.410 4.530 0.379 0.002
H 2.802 5.040 -1.133 0.137
H 4.903 -4.345 -0.214 0.133
C -2.392 -3.754 -3.872 -0.130
O -4.412 -2.341 4.547 0.051
N -1.777 0.633 -0.816 -0.106
H 4.014 -9.184 0.760 0.134
O 3.607 -7.528 3.483 0.067
C -4.288 1.775 0.249 -0.135
H -3.023 -0.715 -1.843 0.069
H -2.754 -1.201 -0.133 0.081
O 3.798 8.576 0.021 0.137
H 1.866 0.172 0.736 0.022
C 2.061 5.784 -0.829 -0.115
O 3.149 -1.696 -2.380 0.153
H -2.910 -2.713 -5.704 0.134
H 3.340 -5.141 0.070 0.108
O 2.640 -5.661 2.659 0.179
H 2.786 9.445 -3.242 0.139
H -1.481 5.252 -0.462 0.025
C -3.860 -1.795 5.667 -0.551
C -1.312 3.577 1.134 -0.240
H -2.137 2.123 2.635 0.033
H -3.425 -4.414 -5.661 0.128
C -4.345 0.346 -0.421 -0.238
C -4.866 -3.643 4.896 -0.135
O -4.114 -2.563 6.766 0.056
O 3.419 -7.257 1.260 0.044
O -2.906 -2.852 -2.901 0.053
O 2.558 7.086 -1.143 0.029
C 3.404 -3.072 0.706 -0.127
H 1.127 5.585 -1.352 0.130
O -3.237 -0.783 5.687 0.163
C 4.105 8.980 -4.897 -0.131
O 2.876 6.794 1.060 0.066
O -4.503 -3.100 -4.466 0.055
H -2.008 1.548 -1.204 0.025
H 3.187 7.723 -3.386 0.120
H -4.097 -4.370 4.621 0.134
Ga -0.760 0.715 0.818 0.389
C -2.921 -0.299 -0.790 -0.323
C -1.197 2.324 2.050 -0.247
H -5.364 2.152 0.294 0.065
H -5.028 0.285 -1.323 0.084
C 1.240 0.987 0.248 -0.326
O 3.735 8.281 -6.081 0.057
O 3.391 -3.756 -1.478 0.059
H 4.077 -2.945 1.553 0.135
C -5.063 -3.547 6.382 -0.144
```

Output
- E_LUMO: 1.5286 eV
- HOMO-LUMO gap: 4.46 eV
- Net charge: -1
- E_HOMO: -2.928 eV

=====

# 4
A cluster of 2 separate species, H4O2 in total, computed with the ωB97M-V functional and the def2-TZVPD basis.

```
6
Properties=species:S:1:pos:R:3:nbo_charge:R:1
O -10.938 -2.975 -14.565 -0.950
H -10.350 -2.535 -15.191 0.480
H -13.542 -1.715 -12.757 0.461
H -11.040 -3.873 -14.903 0.478
O -12.845 -1.198 -13.173 -0.959
H -12.390 -1.819 -13.772 0.490
```

Output
- E_LUMO: 0.6514 eV
- Energy relative to the best compared isomer or geometry (same formula, charge and spin): 0.8 kcal per mole
- HOMO-LUMO gap: 11.51 eV
- Net charge: 0
- Structure (SMILES): O.O
- E_HOMO: -10.859 eV

=====

# 5
The ion C17H21 with charge +1 at a distorted geometry, computed with the ωB97M-V functional and the def2-TZVPD basis.

```
38
Properties=species:S:1:pos:R:3:nbo_charge:R:1
H 1.768 1.464 2.721 0.241
H -2.707 0.543 2.938 0.304
H -0.530 2.069 2.465 0.368
C -2.286 3.722 2.047 -0.242
C 0.530 2.227 -1.613 -0.458
H -0.138 -1.845 1.183 0.301
C 1.500 -0.659 2.036 -0.416
H 1.872 1.226 0.990 0.240
C -2.202 2.896 0.920 -0.041
H 0.318 4.302 1.113 0.225
H -3.418 1.924 -0.642 0.215
C -0.839 1.760 -0.952 -0.402
H 1.263 1.416 -1.849 0.225
H 0.290 2.684 -2.573 0.239
C -0.861 0.029 2.015 0.626
C 0.141 3.519 0.327 -0.225
C -4.683 3.322 2.187 -0.214
H -5.554 2.260 0.545 0.231
H -1.386 4.232 2.405 0.222
H -3.539 4.492 3.623 0.232
H -2.858 0.129 1.267 0.315
H -1.755 2.120 -1.513 0.237
C 1.300 0.888 1.864 -0.410
H -2.588 -1.230 2.328 0.254
H 2.019 -0.873 2.978 0.235
C -2.306 -0.163 2.181 -0.774
H 1.971 3.880 -0.866 0.241
H -5.636 3.522 2.678 0.235
H -0.898 0.665 -0.979 0.202
C -3.520 3.875 2.713 -0.187
C -4.631 2.626 0.991 -0.213
C -0.785 2.290 0.557 -0.042
C -0.245 1.277 1.629 -0.431
C 0.044 -1.197 2.070 -0.546
C -3.391 2.440 0.333 -0.178
C 1.004 3.320 -0.675 -0.132
H 2.155 -1.178 1.301 0.241
H -0.192 -1.840 2.948 0.280
```

Output
- E_LUMO: -5.5762 eV
- HOMO-LUMO gap: 6.58 eV
- Net charge: +1
- E_HOMO: -12.157 eV

=====

# 6
A cluster of 4 separate species, C4H14O3 in total at a distorted geometry, computed with the ωB97M-V functional and the def2-TZVPD basis.

```
21
Properties=species:S:1:pos:R:3:nbo_charge:R:1
H -0.373 -4.775 -2.804 0.471
H 0.844 4.110 0.203 0.224
C 1.422 3.276 -0.199 -0.650
H 2.329 3.407 0.420 0.210
H -2.540 -1.093 0.352 0.482
H 3.034 1.318 -0.290 0.197
H -0.568 0.383 0.506 0.191
H -1.334 -2.947 2.819 0.472
H 1.899 0.021 -0.526 0.220
H -1.049 2.064 0.762 0.185
C -0.349 1.470 0.357 -0.416
C 1.987 0.887 0.034 -0.644
H -0.781 -3.201 -2.904 0.485
H 2.095 0.690 1.138 0.225
H -1.629 -1.606 3.443 0.473
O -1.561 -2.038 2.570 -0.945
O -2.779 -1.104 -0.550 -0.949
O -0.941 -4.168 -3.127 -0.956
H -2.394 -1.848 -1.008 0.469
H 1.792 3.255 -1.264 0.230
C 0.896 1.901 0.069 0.025
```

Output
- E_LUMO: 0.3954 eV
- Energy relative to the best compared isomer or geometry (same formula, charge and spin): 55.3 kcal per mole
- HOMO-LUMO gap: 9.28 eV
- Net charge: 0
- Structure (SMILES): C=C(C)C.O.O.O
- E_HOMO: -8.880 eV